Record 1
16
Properties=species:S:1:pos:R:3:mulliken_charge:R:1 method="wB97M-V/def2-TZVPD" relative_energy_ev=1.769 smiles="O=[N+]([O-])[P@](=O)([O-])c1ccccn1" e_lumo_ev=3.247 homo_energy_ev=-4.81 total_charge=-1 spin_multiplicity=1
C 0.19759 -1.33701 1.58653 -0.544
C -0.38746 -2.34387 0.82823 -0.283
C 0.52005 -0.14507 0.96555 0.004
C -0.60987 -2.10321 -0.51754 -0.344
C 0.21380 0.00080 -0.38107 0.170
N -0.32786 -0.95703 -1.11366 -0.501
N -0.67536 2.60721 -0.62870 0.907
O 2.14392 2.22793 -0.19395 -0.799
O -1.33059 2.25534 0.33656 -0.563
O -0.79535 3.67428 -1.18905 -0.612
O 0.68566 1.53562 -2.68546 -0.671
P 0.66358 1.55273 -1.22593 0.729
H 0.39543 -1.48566 2.64091 0.367
H -0.65571 -3.29387 1.26943 0.347
H 1.00720 0.67475 1.46508 0.430
H -1.04502 -2.86292 -1.15693 0.364

=====

Record 2
17
Properties=species:S:1:pos:R:3:mulliken_charge:R:1 method="wB97M-V/def2-TZVPD" relative_energy_ev=3.554 e_lumo_ev=3.453 homo_energy_ev=-3.71 total_charge=-1 spin_multiplicity=1
C 1.88213 0.36939 -0.64201 0.374
C -0.89956 -0.55529 -0.27628 0.700
C 1.71940 -2.27944 0.88114 0.808
C -2.44913 -0.79088 -0.16029 -1.235
C 0.82684 1.18497 -0.26393 -0.172
N 2.77204 -0.29444 -0.84779 -0.667
N -0.50163 0.67833 -0.37629 -0.058
N 0.90146 2.59897 0.15565 0.991
O 1.71457 -1.33118 1.53085 -0.407
O 1.99186 3.12173 0.32926 -0.685
O -0.29061 -1.57110 -0.59934 -0.676
O 1.82015 -3.26155 0.29411 -0.424
O -0.18167 3.16266 0.41079 -0.803
H -2.88416 -0.34066 -1.02742 0.316
H -2.79355 -0.31718 0.75924 0.343
H -2.63247 -1.88116 -0.18529 0.304
H -0.99567 1.50685 0.01760 0.291

=====

Record 3
15
Properties=species:S:1:pos:R:3:mulliken_charge:R:1 method="wB97M-V/def2-TZVPD" relative_energy_ev=3.288 e_lumo_ev=-1.374 homo_energy_ev=-9.51 spin_multiplicity=1
N 1.48049 -3.28041 -3.63880 -0.629
O -1.45174 2.34462 -0.62996 -0.512
N 1.96215 -1.73678 -0.52014 -0.538
N 0.01843 -1.21149 -1.42325 -0.436
N 1.32801 -2.58307 -2.67154 0.728
O -2.58690 0.48931 -1.58907 -0.472
C -1.74694 1.14533 -0.62390 0.584
C 1.35858 -0.96287 0.33604 -0.384
C 0.13119 -0.49832 -0.32316 0.751
C 1.20118 -1.80297 -1.65298 0.327
C -0.95319 0.25030 0.32040 -0.724
H -2.24504 -0.37597 -1.51278 0.362
H 1.78798 -0.76280 1.35833 0.341
H -0.48053 0.79501 1.11906 0.345
H -1.75126 -0.36758 0.86913 0.258

=====

Record 4
14
Properties=species:S:1:pos:R:3:mulliken_charge:R:1 method="wB97M-V/def2-TZVPD" smiles=[SeH]c1ncnc2[nH]cnc12 e_lumo_ev=0.237 homo_energy_ev=-8.50 spin_multiplicity=1
C -0.02022 -2.06770 -0.01417 -0.138
C -1.31583 2.12755 -0.00412 -0.267
C 0.21596 0.70714 -0.01130 0.465
C -0.95989 -0.02498 0.00532 0.310
C 1.59413 -0.41841 -0.00785 0.372
N -1.10774 -1.36361 0.00097 -0.583
N 1.26732 -1.65295 -0.01267 -0.527
N -0.01126 2.03173 -0.01915 -0.674
N -1.95130 0.92406 0.01059 -0.015
Se 3.32738 0.20491 0.01075 -0.061
H -0.13834 -3.14347 -0.02702 0.392
H -1.84256 3.06147 -0.00778 0.420
H -2.94283 0.74974 0.03874 0.191
H 3.88517 -1.13547 0.03770 0.116

=====

Record 5
12
Properties=species:S:1:pos:R:3:mulliken_charge:R:1 method="wB97M-V/def2-TZVPD" relative_energy_ev=4.007 e_lumo_ev=4.131 homo_energy_ev=-3.05 total_charge=-1 spin_multiplicity=1
C -2.37791 -0.38826 0.03480 -0.458
C -3.66111 -0.60432 0.20351 0.724
C -1.84741 0.97227 -0.06672 0.372
C 0.24250 -0.15194 0.00968 -0.382
C -0.68538 -1.14450 -0.72917 -0.542
N -0.49860 1.14853 0.11259 -0.310
O -4.81622 -0.92411 0.13654 -0.568
O -2.56573 1.97951 -0.33036 -0.703
H 0.64988 -0.20875 1.06705 0.228
H 1.10942 0.00084 -0.61747 0.306
H -0.80637 -2.12764 -0.16771 0.061
H 0.04717 1.86034 -0.50589 0.271

=====

Record 6
13
Properties=species:S:1:pos:R:3:mulliken_charge:R:1 method="wB97M-V/def2-TZVPD" relative_energy_ev=3.425 e_lumo_ev=3.918 homo_energy_ev=-3.25 total_charge=-1 spin_multiplicity=1
C 1.30089 1.22346 -0.15226 -0.923
C 0.18258 0.37508 -0.02061 0.536
C 2.26415 0.25147 0.10333 0.311
C 1.13646 -0.75072 0.03269 0.544
C -1.85279 -0.70335 0.16368 -0.868
N -1.09739 0.51613 -0.04257 0.406
O -1.68077 1.68329 -0.25174 -0.807
O 3.52153 0.16939 0.21686 -0.757
O 1.01112 -1.95001 -0.09271 -0.679
H 1.40412 2.13845 -0.62987 0.414
H -2.87751 -0.70189 -0.40954 0.210
H -1.10625 -1.51234 -0.06937 0.347
H -2.20613 -0.73897 1.15210 0.266

=====

Record 7
18
Properties=species:S:1:pos:R:3:lowdin_spin:R:1 method="wB97M-V/def2-TZVPD" relative_energy_ev=0.000 e_lumo_ev="1.370 / 1.559" homo_energy_ev="-4.28 / -4.34" total_charge=-1 spin_multiplicity=2
Os -1.49173 -0.92122 -0.47027 0.824
O 0.52123 -0.82614 -0.14652 0.008
N 1.08486 0.36988 0.10569 0.012
C 2.41504 0.34335 0.34988 0.000
C 3.10150 1.49084 0.60651 0.010
C 2.39329 2.70439 0.61230 0.003
C 1.05041 2.70408 0.36578 0.005
C 0.35003 1.50455 0.10702 0.008
S -1.32556 1.43501 -0.20021 0.029
H 2.84146 -0.64735 0.31604 0.000
H 4.16242 1.44581 0.79904 0.001
H 2.90816 3.63514 0.80945 0.000
H 0.47322 3.61748 0.36044 0.000
Se -4.65633 -4.37062 -2.88816 -0.004
Sb -3.88302 -3.65709 -0.76198 0.002
Se -3.76459 -1.01930 -0.57824 -0.132
Se -1.33803 -3.28296 -0.61274 0.237
Se -4.84238 -4.52586 1.22597 -0.002

=====

Record 8
17
Properties=species:S:1:pos:R:3:mulliken_charge:R:1 method="wB97M-V/def2-TZVPD" relative_energy_ev=0.113 e_lumo_ev=1.761 homo_energy_ev=-4.04 total_charge=-1 spin_multiplicity=1
Y 0.56090 1.76855 -0.61529 0.687
S -1.29579 4.84948 2.34669 -0.700
Sb 0.80362 4.13742 1.66667 1.095
S 0.69995 1.77887 1.89150 -0.519
S 0.84271 4.30169 -0.62837 -0.608
S 2.61877 4.99216 2.54073 -0.668
S 2.23552 -0.20560 -1.02246 -0.516
C 0.73829 -1.12702 -0.89184 0.786
C 0.74285 -2.50730 -0.68872 -0.687
C -0.44586 -3.18489 -0.54195 -0.065
C -1.64479 -2.47424 -0.52678 -0.598
C -1.57721 -1.10829 -0.60446 -0.210
N -0.43589 -0.44930 -0.85476 -0.427
H 1.67492 -3.03995 -0.64214 0.366
H -0.44874 -4.26809 -0.44310 0.364
H -2.60066 -2.98523 -0.46028 0.354
H -2.46860 -0.47826 -0.52545 0.348

=====

Record 9
10
Properties=species:S:1:pos:R:3:mulliken_charge:R:1 method="wB97M-V/def2-TZVPD" relative_energy_ev=3.166 smiles=C#CC#CCO e_lumo_ev=0.364 homo_energy_ev=-9.47 spin_multiplicity=1
O -2.54632 -0.26930 0.17719 -0.507
C -1.36894 -0.91036 -0.23438 -0.153
C -0.39016 -0.03553 -0.89702 -0.653
C 0.68980 0.49386 -0.76715 0.125
C 1.86751 0.84517 -0.14381 0.080
C 2.82072 1.03013 0.57193 -0.102
H -2.35085 0.66603 0.31370 0.344
H -1.63205 -1.78528 -0.82840 0.254
H -0.75893 -1.25702 0.61795 0.216
H 3.66925 1.22232 1.18998 0.397

=====

Record 10
10
Properties=species:S:1:pos:R:3:mulliken_charge:R:1 method="wB97M-V/def2-TZVPD" relative_energy_ev=5.888 e_lumo_ev=-0.177 homo_energy_ev=-9.17 spin_multiplicity=1
O -2.09054 -0.14930 0.44149 -0.471
C -0.90648 -0.57338 -0.10077 -0.129
C -0.33441 -0.00114 -1.26211 -0.232
C 0.83705 0.42009 -1.38791 0.055
C 1.71685 0.64816 -0.40977 0.202
C 1.59933 0.35907 0.82317 -0.713
H -2.17932 0.79804 0.27295 0.358
H -0.83847 -1.65884 -0.01058 0.372
H 0.25083 -0.14209 0.74520 0.209
H 2.11676 0.28410 1.76444 0.349

=====

Record 11
10
Properties=species:S:1:pos:R:3:mulliken_charge:R:1 method="wB97M-V/def2-TZVPD" relative_energy_ev=5.574 e_lumo_ev=0.477 homo_energy_ev=-9.15 spin_multiplicity=1
C -0.00047 0.71542 -1.11527 0.219
C -0.37077 -0.23217 -1.87139 -0.704
C 0.58622 1.10118 0.14837 -0.421
C -0.51328 -0.94611 -0.47403 0.170
C 0.07605 -0.36297 0.87796 -0.246
O 0.50340 -1.44244 0.21412 -0.333
H 1.62389 1.04295 0.21967 0.241
H 0.22115 2.00587 0.74899 0.282
H -1.48113 -1.42378 -0.40715 0.408
H -0.64506 -0.45795 1.65874 0.384

=====

Record 12
10
Properties=species:S:1:pos:R:3:mulliken_charge:R:1 method="wB97M-V/def2-TZVPD" relative_energy_ev=1.771 smiles="C#CC(=C)C=O" e_lumo_ev=-0.207 homo_energy_ev=-9.80 spin_multiplicity=1
C -0.68303 -0.87317 -1.55355 -0.779
C -0.18686 -0.28470 -0.43647 0.566
C 1.00712 -0.92533 0.27600 -0.039
C -0.74073 0.95471 0.09653 -0.402
C -1.25359 1.92040 0.62578 -0.010
H -0.17451 -1.80765 -1.81069 0.228
H -1.61453 -0.52912 -1.96120 0.342
H 1.20016 -2.01919 -0.14151 0.169
H -1.70879 2.94630 0.77692 0.363
O 1.68004 -0.41773 1.13584 -0.437

=====

Record 13
11
Properties=species:S:1:pos:R:3:mulliken_charge:R:1 method="wB97M-V/def2-TZVPD" relative_energy_ev=5.358 e_lumo_ev=0.414 homo_energy_ev=-9.71 spin_multiplicity=1
C -1.01398 -0.90236 -0.24926 0.398
C 0.77017 -0.70129 -0.42097 -0.195
C -0.52983 0.16657 0.81471 -0.308
C -0.02250 1.22199 0.10034 -0.240
C 0.94638 0.74437 -0.63124 -0.437
H 1.36212 -1.52365 -0.81909 0.457
H -1.00244 0.20644 1.65440 0.696
H -0.74953 2.11808 0.12782 0.280
H 1.52537 1.48485 -1.44305 0.252
O -1.71644 -1.99590 -0.16189 -0.544
O 0.43069 -0.81910 1.02824 -0.360

=====

Record 14
11
Properties=species:S:1:pos:R:3:mulliken_charge:R:1 method="wB97M-V/def2-TZVPD" relative_energy_ev=1.317 smiles="O=C1C=CCC1=O" e_lumo_ev=-0.512 homo_energy_ev=-9.21 spin_multiplicity=1
O 2.15741 1.04597 0.79411 -0.452
C 1.10041 0.59313 0.46699 0.331
C 0.17837 0.78232 -0.94193 -0.537
C -0.61409 -0.47043 -0.85726 -0.186
C -0.82721 -0.94753 0.38090 -0.443
C 0.06325 -0.33472 1.36905 0.464
O 0.12975 -0.47355 2.56439 -0.509
H -0.37375 1.67677 -0.64811 0.239
H 0.49042 0.98078 -1.98871 0.334
H -0.86321 -1.04340 -1.74699 0.365
H -1.44136 -1.80933 0.60756 0.394

=====

Record 15
11
Properties=species:S:1:pos:R:3:mulliken_charge:R:1 method="wB97M-V/def2-TZVPD" relative_energy_ev=5.139 e_lumo_ev=-0.053 homo_energy_ev=-8.82 spin_multiplicity=1
O 0.07828 0.96673 1.50556 -0.473
C -0.02724 0.78191 0.16380 0.316
C -1.13685 -0.07372 -0.46680 -0.545
C -0.17620 -1.16301 -0.09116 0.053
C 1.10276 -0.67377 0.02697 -1.020
C 1.23845 0.67111 -0.55604 0.822
O 2.01621 1.28068 -1.22920 -0.492
H -2.07368 -0.09450 0.09188 0.284
H -1.30815 0.12116 -1.52989 0.282
H -0.49303 -2.09053 0.39329 0.330
H 0.77945 0.27395 1.69160 0.443

=====

Record 16
11
Properties=species:S:1:pos:R:3:mulliken_charge:R:1 method="wB97M-V/def2-TZVPD" relative_energy_ev=1.977 e_lumo_ev=0.463 homo_energy_ev=-8.53 spin_multiplicity=1
O 0.11275 -2.94666 -0.85410 -0.184
C 0.12688 -1.83550 -0.64003 0.061
C 0.97765 0.22084 1.33332 -0.733
C 0.50437 1.06139 0.41001 0.029
C -0.66150 0.91713 -0.46677 -0.679
C -1.26184 -0.10575 -1.05644 0.789
O -1.98620 -0.79371 -1.67379 -0.413
H 0.49113 -0.71715 1.57985 0.310
H 1.88011 0.46085 1.88891 0.243
H 1.01828 2.01401 0.28071 0.283
H -1.17810 1.81903 -0.78398 0.295

=====

Record 17
12
Properties=species:S:1:pos:R:3:mulliken_charge:R:1 method="wB97M-V/def2-TZVPD" relative_energy_ev=0.320 smiles="C=C1CC(=S)OC1=O" e_lumo_ev=-0.313 homo_energy_ev=-9.31 spin_multiplicity=1
C 0.67486 -0.48831 -1.74888 -0.927
C 0.14554 -0.11471 -0.57591 0.552
C 0.52369 -0.45747 0.83391 -0.362
C -0.50552 0.33950 1.67049 0.242
C -0.99728 0.86604 -0.50191 0.432
H 1.45314 -1.24702 -1.83011 0.307
H 0.31930 -0.10523 -2.72533 0.286
H 0.48174 -1.53236 1.04158 0.296
H 1.52294 -0.13652 1.10912 0.271
O -1.36255 0.99541 0.82950 -0.295
O -1.53010 1.48521 -1.36644 -0.521
S -0.72577 0.39546 3.26400 -0.281

=====

Record 18
12
Properties=species:S:1:pos:R:3:mulliken_charge:R:1 method="wB97M-V/def2-TZVPD" relative_energy_ev=4.312 smiles="CC#CC(=O)C(=O)O" e_lumo_ev=-0.416 homo_energy_ev=-9.92 spin_multiplicity=1
C -0.61828 -2.44687 -0.53132 -1.169
C 0.57600 1.98950 -0.16705 0.562
C -0.52316 1.50675 0.76418 0.579
O 1.63552 2.46369 0.53421 -0.469
C -0.29271 -1.10691 -0.10797 0.556
C -0.09112 0.03613 0.23954 -0.389
O 0.32717 2.35317 -1.29559 -0.484
O -1.16233 1.81447 1.70374 -0.429
H 2.25577 1.79179 0.80718 0.356
H 0.28726 -3.07203 -0.54086 0.304
H -1.03546 -2.43311 -1.55151 0.286
H -1.35865 -2.89659 0.14545 0.296

=====

Record 19
14
Properties=species:S:1:pos:R:3:mulliken_charge:R:1 method="wB97M-V/def2-TZVPD" relative_energy_ev=1.809 e_lumo_ev=0.276 homo_energy_ev=-8.62 spin_multiplicity=1
C -3.98209 1.06986 0.14743 0.520
C -3.74579 -1.01371 -0.12884 0.193
C -0.03703 -0.83212 0.41839 -0.596
C 0.06475 0.29040 -0.54478 -0.565
C -2.48070 -0.16914 0.01037 0.535
O -4.21159 2.20244 0.24329 -0.413
O -4.02485 -2.15067 -0.22815 -0.461
O -4.74683 -0.01416 0.02080 -0.314
S -1.51739 -0.62902 1.39356 -0.120
S -1.61399 0.27788 -1.45482 -0.113
H -0.29080 -1.82815 -0.19686 0.268
H 0.79488 -1.14220 1.08040 0.386
H 0.19672 1.27317 -0.20914 0.370
H 1.00589 0.02158 -1.12020 0.312

=====

Record 20
11
Properties=species:S:1:pos:R:3:mulliken_charge:R:1 method="wB97M-V/def2-TZVPD" relative_energy_ev=0.356 smiles="O=Cc1ccsc1" e_lumo_ev=0.228 homo_energy_ev=-9.53 spin_multiplicity=1
C 1.70652 0.72021 0.43779 -0.166
C 0.42395 0.19683 -0.06314 0.436
C -0.35622 -0.80165 0.60787 -0.544
C -1.55773 -1.08139 0.07865 -0.159
C -0.33372 0.76206 -1.10521 -0.326
H 2.11151 1.59376 -0.09501 0.326
H 0.10138 -1.43763 1.36929 0.347
H -2.35939 -1.84116 0.42195 0.320
H -0.20827 1.73155 -1.65884 0.321
O 2.36456 0.14452 1.24837 -0.471
S -1.89259 0.01290 -1.24172 -0.085

=====

| no. | E (hartree) |
| --- | --- |
| 1 | -944.73795 |
| 2 | -733.39216 |
| 3 | -562.33994 |
| 4 | -2813.34878 |
| 5 | -398.05458 |
| 6 | -473.34227 |
| 7 | -10657.86451 |
| 8 | -2517.44235 |
| 9 | -267.99598 |
| 10 | -267.89597 |
| 11 | -267.90751 |
| 12 | -268.04727 |
| 13 | -343.19544 |
| 14 | -343.34397 |
| 15 | -343.20351 |
| 16 | -343.31971 |
| 17 | -741.57488 |
| 18 | -418.50335 |
| 19 | -1214.95720 |
| 20 | -666.32388 |